(1)
Entry from the Open Molecules 2025 dataset: 2 unconnected molecules or ions with the total composition C3H6Cl2O2S in a non-equilibrium geometry (ωB97M-V/def2-TZVPD).

The geometry in ORCA input format:
```
! RIJCOSX wB97M-V def2-TZVPD def2/J DEFGRID3
* xyz 0 1
C 0.0411 1.5107 -0.7033
C -1.5052 -2.4796 -0.0938
C -0.9519 0.8485 -1.6089
O -3.4326 -0.6960 0.3750
O -1.2129 -0.2243 1.4140
S -1.9892 -0.7260 0.3086
Cl 0.2166 -2.4297 -0.2818
Cl -0.3838 -0.3296 -2.7901
H -0.5200 2.1279 -0.0424
H 0.3379 0.6851 -0.0818
H 0.8239 2.0901 -1.1326
H -1.6576 -3.1324 0.7178
H -2.1308 -2.7885 -0.9636
H -1.9758 1.2367 -1.7282
*
```

Calculated values
- F_max (eV/Å) = 2.0
- orbital gap (spin up / spin down) (Eh) = 0.299 / 0.265
- HOMO (spin up / spin down) (eV) = -8.879 / -8.615
- E_LUMO (spin up / spin down) (eV) = -0.7 / -1.4


(2)
Entry from the Open Molecules 2025 dataset: 2 unconnected molecules or ions with the total composition C3H6Cl2P in a non-equilibrium geometry (ωB97M-V/def2-TZVPD).

The geometry in ORCA input format:
```
! RIJCOSX wB97M-V def2-TZVPD def2/J DEFGRID3
* xyz 1 1
C -0.3023 2.6194 0.1163
C 0.5381 -0.0167 -1.4697
C -0.2550 -1.5455 1.1538
P 0.3997 -1.4288 -0.5947
Cl 1.3208 -3.1950 -1.0495
Cl -0.7211 4.0756 -0.6944
H 0.7159 2.2218 0.2724
H -1.1845 2.0853 0.2942
H 0.9444 -0.0942 -2.4441
H -1.2581 -0.9495 1.1933
H 0.3736 -1.2301 1.9805
H -0.5714 -2.5423 1.2419
*
```

Calculated values
- F_max (eV/Å) = 3.2
- orbital gap (spin up / spin down) (Eh) = 0.198 / 0.252
- HOMO (spin up / spin down) (eV) = -12.989 / -13.646
- E_LUMO (spin up / spin down) (eV) = -7.6 / -6.8